Formula: C38H47FN5O3V
Source: the OMol25 dataset
Level of theory: the ωB97M-V functional and the def2-TZVPD basis

Results
HOMO energy (spin up / spin down) in eV: -7.0 / -9.7
Expectation value of S²: 3.79

Structure (ORCA input):
```
! wB97M-V def2-TZVPD RIJCOSX def2/J DEFGRID3
* xyz 1 4
V -0.068 -1.104 -2.023
C -0.181 3.960 -4.602
C -0.077 2.513 -5.096
C -0.393 2.451 -6.593
C 1.293 1.955 -4.772
C 2.423 2.578 -5.284
C 3.692 2.141 -4.958
C 3.850 1.117 -4.044
C 2.751 0.472 -3.500
C 2.922 -0.680 -2.536
C 3.127 -1.992 -3.301
C 4.032 -0.486 -1.504
C 1.464 0.850 -3.921
N 0.361 0.041 -3.573
C -0.259 -0.517 -4.589
C -1.339 -1.357 -4.342
C -2.237 -2.040 -5.176
C -3.088 -2.729 -4.332
C -2.697 -2.449 -3.008
N -1.644 -1.620 -3.018
C -3.309 -2.977 -1.740
C -4.721 -3.519 -1.991
C -2.426 -4.122 -1.223
C -3.388 -1.838 -0.717
H -1.189 4.332 -4.768
H 0.512 4.606 -5.135
H 0.037 4.018 -3.538
H -0.833 1.926 -4.562
H 0.334 3.014 -7.171
H -1.378 2.875 -6.776
H -0.395 1.424 -6.950
H 2.312 3.407 -5.965
H 4.557 2.596 -5.413
H 4.843 0.799 -3.773
H 1.975 -0.757 -1.962
H 4.026 -1.937 -3.912
H 2.274 -2.197 -3.954
H 3.233 -2.818 -2.599
H 5.014 -0.527 -1.968
H 3.976 -1.290 -0.771
H 3.918 0.467 -0.987
H 0.075 -0.337 -5.611
H -2.240 -2.020 -6.249
H -3.894 -3.364 -4.640
H -4.691 -4.412 -2.611
H -5.346 -2.774 -2.480
H -5.178 -3.783 -1.039
H -2.361 -4.906 -1.975
H -2.851 -4.546 -0.315
H -1.420 -3.762 -1.013
H -4.069 -1.069 -1.079
H -2.404 -1.393 -0.571
H -3.756 -2.216 0.234
F -2.350 2.718 3.158
C -1.432 1.713 3.172
C -1.118 1.094 1.979
C -0.161 0.070 1.938
C 0.151 -0.615 0.698
O -0.413 -0.287 -0.411
C 1.062 -1.713 0.811
C 1.676 -1.991 1.996
N 1.449 -1.275 3.136
C 2.252 -1.544 4.290
C 3.154 -0.449 4.790
C 3.735 -1.646 4.107
C 0.484 -0.294 3.149
C 0.127 0.336 4.339
C -0.842 1.344 4.376
N -1.181 1.900 5.634
C -2.498 2.455 5.815
C -2.859 2.370 7.296
N -1.852 3.142 8.072
C -0.484 2.606 7.839
C -0.182 2.664 6.343
C 1.342 -2.669 -0.329
O 2.334 -3.379 -0.274
O 0.480 -2.681 -1.273
H -1.595 1.406 1.065
H 2.361 -2.822 2.069
H 1.780 -2.201 5.016
H 3.301 -0.347 5.855
H 3.134 0.487 4.251
H 4.265 -2.365 4.708
H 4.133 -1.533 3.112
H 0.588 0.040 5.265
H -3.211 1.869 5.235
H -2.571 3.505 5.488
H -2.829 1.331 7.622
H -3.851 2.782 7.476
H -2.081 3.125 9.071
H -1.883 4.120 7.750
H -0.458 1.571 8.181
H 0.232 3.198 8.408
H 0.802 2.237 6.151
H -0.163 3.719 6.021
*
```

Mulliken population analysis, charges in e, atoms 1 to 6: number 1, V, carries 0.622; number 2, C, carries -1.539; number 3, C, carries 0.734; number 4, C, carries -1.401; number 5, C, carries 0.463; number 6, C, carries -0.357


Formula: C38H48As3Cl3F6N4O6PS3Sc
Source: the OMol25 dataset
Level of theory: the ωB97M-V functional and the def2-TZVPD basis

Results
HOMO energy in eV: -6.8
ΔE to the lowest compared entry with this formula, charge and spin in kcal per mole: 42.5

Structure (ORCA input):
```
! wB97M-V def2-TZVPD RIJCOSX def2/J DEFGRID3
* xyz 0 1
Sc -1.187 0.229 -0.559
F -5.223 0.666 1.099
C -4.751 0.197 2.259
F -4.374 1.225 3.012
F -5.699 -0.488 2.871
S -3.294 -0.881 1.932
O -2.399 0.055 1.233
O -2.911 -1.421 3.179
N -3.826 -1.984 0.959
S -3.995 -1.777 -0.582
O -5.306 -1.484 -1.047
O -2.920 -0.966 -1.172
C -3.643 -3.498 -1.127
F -3.815 -3.583 -2.442
F -4.456 -4.341 -0.519
F -2.378 -3.809 -0.841
N -2.956 2.468 -0.125
C -2.555 3.824 0.072
C -3.412 4.870 -0.261
C -3.017 6.181 -0.070
C -1.776 6.464 0.493
C -0.931 5.422 0.833
C -1.291 4.096 0.594
P -0.207 2.680 0.992
C 1.405 3.086 0.239
C 2.439 2.173 0.454
C 3.669 2.352 -0.161
C 3.881 3.435 -1.005
C 2.853 4.337 -1.230
C 1.619 4.162 -0.617
C 0.024 2.985 2.775
C 1.244 3.322 3.345
C 1.348 3.488 4.723
C 0.236 3.330 5.531
C -0.992 3.009 4.963
C -1.094 2.836 3.595
H -3.807 2.419 -0.674
H -3.126 2.014 0.765
H -4.391 4.647 -0.669
H -3.688 6.987 -0.338
H -1.477 7.488 0.671
H 0.031 5.632 1.285
H 2.295 1.334 1.126
H 4.464 1.639 0.026
H 4.842 3.573 -1.484
H 3.003 5.180 -1.894
H 0.823 4.863 -0.828
H 2.124 3.435 2.726
H 2.308 3.734 5.159
H 0.322 3.447 6.604
H -1.864 2.871 5.590
H -2.049 2.552 3.163
C -2.213 -1.279 -4.332
As -0.616 -1.212 -3.220
C 0.550 -0.297 -4.493
C -0.010 -3.057 -3.463
C 1.204 -3.478 -2.626
C 2.344 -2.467 -2.794
C 0.826 -3.631 -1.151
As 0.538 -2.097 0.077
C 2.395 -1.723 0.497
C -0.042 -3.261 1.530
C 1.737 -4.825 -3.161
As 0.857 -6.600 -3.042
C 1.005 -6.972 -1.117
C -1.073 -6.230 -3.073
H -2.008 -1.825 -5.253
H -2.502 -0.255 -4.564
H -3.029 -1.756 -3.799
H 0.846 -0.997 -5.275
H 1.434 0.101 -4.002
H 0.003 0.520 -4.959
H 0.208 -3.166 -4.529
H -0.866 -3.696 -3.244
H 2.067 -1.476 -2.426
H 2.622 -2.368 -3.845
H 3.228 -2.787 -2.239
H 1.618 -4.183 -0.638
H -0.070 -4.245 -1.072
H 2.899 -2.668 0.703
H 2.452 -1.067 1.361
H 2.869 -1.242 -0.356
H 0.592 -4.149 1.534
H -1.076 -3.558 1.359
H 0.031 -2.721 2.468
H 2.706 -5.027 -2.690
H 1.953 -4.703 -4.227
H 2.044 -6.853 -0.808
H 0.723 -8.012 -0.955
H 0.373 -6.333 -0.504
H -1.362 -5.807 -4.033
H -1.393 -5.572 -2.267
H -1.579 -7.189 -2.959
C 5.073 0.891 3.353
C 3.759 0.543 3.991
C 3.595 0.485 5.364
C 2.333 0.109 5.810
N 1.317 -0.138 5.006
C 1.541 -0.003 3.678
S 0.173 -0.150 2.633
N 2.749 0.296 3.159
H 5.837 1.114 4.096
H 4.950 1.753 2.695
H 5.414 0.057 2.736
H 4.404 0.696 6.049
H 2.139 0.000 6.874
Cl -1.290 4.508 -2.905
C -0.723 2.991 -3.622
Cl 0.978 3.140 -4.052
Cl -1.686 2.644 -5.068
C -0.937 1.874 -2.564
O 0.010 1.577 -1.782
O -2.037 1.302 -2.488
*
```

Mulliken population analysis, charges in e, atoms 1 to 6: number 1, Sc, carries 1.321; number 2, F, carries -0.216; number 3, C, carries 0.520; number 4, F, carries -0.163; number 5, F, carries -0.226; number 6, S, carries 1.484


Formula: C38H48Br3F9I2N3O3S
Source: the OMol25 dataset
Level of theory: the ωB97M-V functional and the def2-TZVPD basis

Results
HOMO energy in eV: -10.4

Structure (ORCA input):
```
! wB97M-V def2-TZVPD RIJCOSX def2/J DEFGRID3
* xyz 1 1
C -1.599 5.421 2.812
C -0.347 4.600 3.086
Br 1.038 5.591 4.009
C 0.213 3.732 1.924
Br 1.136 2.245 2.854
C 1.042 4.515 0.916
N 2.110 3.887 0.069
C 3.174 3.063 0.740
C 4.527 3.198 0.069
O 4.795 2.013 -0.646
C 5.920 2.090 -1.495
C 5.517 1.577 -2.894
F 6.210 2.166 -3.872
F 4.207 1.908 -3.081
C 5.565 0.038 -3.018
F 4.775 -0.512 -2.082
F 5.010 -0.258 -4.212
C 7.014 -0.567 -2.984
F 7.959 0.387 -2.827
F 7.240 -1.146 -4.175
C 7.234 -1.666 -1.930
F 6.535 -2.753 -2.291
F 6.895 -1.247 -0.696
C 1.641 3.335 -1.254
C 0.648 2.201 -1.151
C 1.296 0.823 -0.909
C 0.233 -0.259 -1.192
C -0.643 -0.450 0.071
C -2.118 -0.810 -0.226
C -2.407 -2.304 0.038
C -2.402 -3.069 -1.307
S -1.833 -4.757 -0.947
C -1.370 -5.352 -2.521
N -1.673 -6.455 -3.063
N -1.004 -6.471 -4.287
C -0.378 -5.386 -4.379
O -0.551 -4.590 -3.287
C 1.278 4.606 -2.056
C 0.398 4.392 -3.298
I 1.531 3.088 -4.595
C 0.006 5.747 -3.942
C 0.590 6.068 -5.309
I -2.153 5.781 -4.188
O 0.816 5.703 -1.237
C 0.184 5.396 -0.054
F 0.017 6.564 0.568
Br -1.599 4.724 -0.512
H -1.420 6.427 2.455
H -2.088 5.542 3.777
H -2.317 4.880 2.211
H -0.677 3.865 3.806
H -0.645 3.207 1.530
H 1.586 5.270 1.484
H 2.677 4.684 -0.231
H 3.291 3.474 1.737
H 2.916 2.021 0.846
H 4.599 4.073 -0.593
H 5.279 3.316 0.851
H 6.340 3.092 -1.566
H 6.706 1.450 -1.096
H 8.294 -1.925 -1.926
H 2.531 2.928 -1.725
H -0.085 2.319 -0.358
H 0.056 2.078 -2.048
H 2.136 0.671 -1.585
H 1.563 0.686 0.135
H -0.399 0.015 -2.033
H 0.712 -1.216 -1.380
H -0.643 0.458 0.676
H -0.184 -1.208 0.697
H -2.324 -0.576 -1.268
H -2.805 -0.209 0.363
H -3.364 -2.420 0.540
H -1.644 -2.753 0.667
H -3.392 -3.055 -1.748
H -1.666 -2.594 -1.946
H 0.212 -5.083 -5.220
H 2.223 4.960 -2.471
H -0.511 3.870 -3.049
H 0.223 6.586 -3.294
H 0.217 7.051 -5.591
H 0.265 5.389 -6.086
H 1.672 6.164 -5.269
C -2.928 -4.861 3.045
C -2.493 -6.156 3.292
C -1.537 -6.391 4.271
C -1.023 -5.333 5.008
C -1.460 -4.039 4.763
C -2.410 -3.802 3.779
H -3.672 -4.677 2.280
H -2.899 -6.981 2.722
H -1.194 -7.400 4.460
H -0.282 -5.519 5.775
H -1.060 -3.215 5.340
H -2.748 -2.792 3.584
C -9.068 -5.932 4.139
C -8.241 -7.004 3.836
C -6.865 -6.828 3.789
C -6.315 -5.581 4.052
C -7.143 -4.509 4.358
C -8.519 -4.683 4.398
H -10.141 -6.069 4.174
H -8.669 -7.978 3.637
H -6.220 -7.664 3.547
H -5.244 -5.445 4.021
H -6.714 -3.537 4.566
H -9.165 -3.847 4.633
*
```

Mulliken population analysis, charges in e, atoms 1 to 6: number 1, C, carries -1.436; number 2, C, carries -0.334; number 3, Br, carries -0.072; number 4, C, carries -0.456; number 5, Br, carries -0.008; number 6, C, carries -0.360